ORCA calculation (wB97M-V/def2-TZVPD) on C42H48Cl5NO3P2SSiV as an isolated structure at a distorted geometry.

Geometry as XYZ:
```
104
C42H48Cl5NO3P2SSiV wB97M-V/def2-TZVPD
H 5.317 1.728 -0.118
C -4.971 3.047 -1.533
Cl -5.256 -4.568 0.859
H -1.406 1.318 -4.023
H -0.132 1.410 -5.248
C 4.491 -4.760 0.921
C 1.033 5.043 0.278
H -5.030 2.662 -2.547
C 0.244 -4.243 1.977
C 4.243 -4.837 -1.473
C -2.021 -3.218 -1.883
C -3.078 -3.100 0.227
C -4.063 0.822 -0.771
H -0.560 -2.202 4.565
H -1.000 3.922 -5.513
H 4.492 -5.289 -2.421
C -1.089 3.949 -4.431
C -2.925 -4.141 -2.376
H -0.900 4.962 -4.088
P -0.100 -1.534 1.703
C -2.045 1.425 3.701
H -4.612 2.619 1.243
H 5.116 2.240 -2.521
C 0.363 0.060 3.952
H -4.938 0.560 -0.184
C 0.223 3.918 2.374
O -0.668 3.331 0.258
H -2.966 1.974 3.598
H 2.272 -1.470 2.137
N 1.589 -1.309 1.398
C -3.741 2.888 0.655
H 2.469 2.824 1.338
H 3.488 1.007 -3.914
H 0.668 -6.333 2.156
S -0.489 0.414 -0.835
H 4.937 -5.141 1.828
C -0.012 0.993 4.902
C -1.221 1.662 4.790
C -0.360 1.557 -4.197
H 2.043 -0.717 -2.894
C 1.598 2.624 0.723
H -0.465 4.749 2.498
H 2.917 -3.385 -2.324
O -0.143 3.129 -2.369
C 0.568 3.734 0.900
H -2.317 0.289 1.895
H 0.254 0.879 -3.608
H -4.766 4.112 -1.579
C -3.953 -4.548 -1.508
H 0.454 -6.348 4.607
H 0.354 -4.226 0.892
H 3.352 -3.273 1.947
H -2.098 3.669 -4.145
H 0.268 5.804 0.412
H -5.932 2.898 -1.050
H 3.934 -0.050 0.891
Cl -3.076 -2.480 1.823
P 1.884 -1.802 -0.204
H -1.515 2.367 5.551
C 3.356 -3.779 -1.416
C 3.835 0.193 -0.159
C -0.488 -0.211 2.879
H 1.947 5.381 0.756
C 4.490 1.479 -2.079
H 1.492 4.465 -3.958
C -3.865 2.338 -0.757
H 1.909 2.559 -0.317
H 1.166 1.667 1.021
Cl -2.780 -4.769 -3.967
C -0.083 -4.285 4.734
C -2.072 -2.667 -0.618
O -2.635 2.610 -1.475
C 3.028 -3.213 -0.183
C 2.774 -0.186 -2.292
H 1.552 3.213 -5.202
H -0.246 3.020 2.762
H -3.661 3.970 0.616
C 1.351 3.406 -4.154
C 3.599 -3.704 0.986
H 5.501 -6.153 -0.351
H -0.230 -4.308 5.804
H 0.635 1.198 5.740
C 2.907 -0.487 -0.940
H 1.309 -0.456 4.054
C 0.420 -5.422 2.676
H 2.054 2.845 -3.545
H -2.846 2.497 1.132
C -4.027 -4.030 -0.205
C 4.613 1.185 -0.729
Si -1.108 2.824 -1.169
H -3.190 0.316 -0.351
C -0.070 -3.072 2.665
Cl -5.076 -5.719 -2.038
H -4.207 0.481 -1.794
H 1.211 4.920 -0.786
C 3.578 0.786 -2.861
C 4.811 -5.325 -0.305
V -0.429 -1.605 -0.645
C -0.270 -3.101 4.041
C -1.678 0.495 2.743
H 1.128 4.121 2.941
C -0.077 3.002 -3.804
C 0.281 -5.437 4.056
Cl -0.633 -2.648 -2.745
```

Values from the calculation:
- LUMO energy (spin up / spin down): -7.00 / -6.50 eV
- Total charge: +2
- Multiplicity: 2
- Calculated total energy: -177547.89086 eV
- HOMO (spin up / spin down): -14.0 / -14.0 eV